(1)
Entry from OMol25: a molecular structure, C32H41BrF4N7OPSn (the ωB97M-V functional and the def2-TZVPD basis).

Element x y z (Å)
1 Sn 0.736 -0.837 -0.484
2 C -1.745 -3.692 -1.081
3 C -2.200 -2.441 -0.341
4 N -1.158 -1.842 0.545
5 C -0.756 -2.790 1.605
6 C 0.154 -2.132 2.631
7 N 1.038 -1.136 1.991
8 C 2.373 -1.011 2.627
9 C 3.367 -2.075 2.194
10 C 3.837 -1.964 0.750
11 N 2.834 -2.377 -0.256
12 C 2.329 -3.742 -0.101
13 C 1.431 -4.098 -1.279
14 N 0.570 -2.969 -1.713
15 C -0.755 -3.430 -2.201
16 H -2.637 -4.142 -1.522
17 H -1.363 -4.448 -0.391
18 H -3.071 -2.679 0.277
19 H -2.493 -1.672 -1.051
20 H -1.607 -1.043 1.001
21 H -0.251 -3.624 1.122
22 H -1.642 -3.196 2.101
23 H 0.755 -2.897 3.124
24 H -0.438 -1.641 3.409
25 H 0.587 -0.240 2.163
26 H 2.255 -1.030 3.715
27 H 2.759 -0.022 2.369
28 H 2.991 -3.077 2.415
29 H 4.251 -1.963 2.825
30 H 4.753 -2.548 0.618
31 H 4.089 -0.921 0.540
32 H 3.292 -2.315 -1.163
33 H 1.759 -3.789 0.826
34 H 3.134 -4.480 -0.016
35 H 0.794 -4.936 -0.996
36 H 2.029 -4.439 -2.128
37 H 1.013 -2.518 -2.514
38 H -0.627 -4.323 -2.819
39 H -1.150 -2.649 -2.842
40 F -3.684 6.275 -1.361
41 C -2.952 5.337 -0.791
42 C -3.130 5.035 0.546
43 F -4.031 5.690 1.259
44 C -2.348 4.050 1.132
45 F -2.534 3.833 2.437
46 C -1.405 3.331 0.416
47 P -0.411 1.972 1.121
48 C 1.000 2.808 1.895
49 C 0.885 3.701 2.963
50 C 2.012 4.321 3.476
51 C 3.262 4.063 2.924
52 C 3.387 3.190 1.855
53 C 2.256 2.566 1.342
54 C -1.424 1.287 2.474
55 C -0.957 1.109 3.773
56 C -1.722 0.418 4.709
57 C -2.958 -0.102 4.359
58 C -3.429 0.063 3.059
59 C -2.665 0.741 2.123
60 C -1.223 3.677 -0.927
61 Br 0.149 2.908 -1.982
62 C -1.984 4.662 -1.523
63 F -1.815 4.998 -2.798
64 H -0.089 3.920 3.386
65 H 1.916 5.015 4.300
66 H 4.138 4.556 3.324
67 H 4.357 3.008 1.412
68 H 2.349 1.902 0.488
69 H -0.003 1.526 4.073
70 H -1.355 0.306 5.721
71 H -3.559 -0.619 5.093
72 H -4.401 -0.325 2.783
73 H -3.053 0.877 1.117
74 C -0.951 0.977 -6.881
75 N -0.645 0.496 -5.545
76 C -1.529 0.569 -4.396
77 C -0.686 -0.136 -3.351
78 O -1.057 -0.296 -2.183
79 N 0.501 -0.516 -3.864
80 C 0.475 -0.110 -5.155
81 N 1.504 -0.325 -5.974
82 H -2.030 1.056 -6.981
83 H -0.601 0.264 -7.627
84 H -0.511 1.957 -7.067
85 H -2.488 0.078 -4.562
86 H -1.705 1.601 -4.081
87 H 2.355 -0.686 -5.578
88 H 1.553 0.100 -6.883

HOMO level (Ha): -0.4738
Kohn-Sham gap (Eh): 0.3126
Largest force on an atom (eV/Å): 0.35
DFT total energy (Ha): -5231.246072
LUMO (Eh): -0.16128
Charge: +2


(2)
Entry from OMol25: a molecular structure, C24H22Cl2EuP in a non-equilibrium geometry (the ωB97M-V functional and the def2-TZVPD basis).

Element x y z (Å)
1 C -0.993 -1.500 4.543
2 C -0.893 -2.044 3.233
3 C 0.503 -2.240 2.945
4 H -1.706 -2.236 2.556
5 C 1.242 -1.871 4.097
6 C 0.339 -1.357 5.062
7 H 0.603 -0.939 6.018
8 H -1.896 -1.197 5.042
9 H 0.911 -2.610 2.021
10 H 2.315 -1.827 4.162
11 Eu 0.100 -0.155 3.288
12 Cl 1.949 1.107 2.855
13 P 0.216 0.193 -0.525
14 C 1.321 -0.870 -1.542
15 C 0.902 -1.583 -2.663
16 H -0.131 -1.531 -2.977
17 C 1.802 -2.359 -3.379
18 H 1.462 -2.910 -4.247
19 C 3.133 -2.426 -2.992
20 H 3.833 -3.030 -3.553
21 C 3.560 -1.717 -1.877
22 H 4.594 -1.769 -1.564
23 C 2.658 -0.954 -1.151
24 H 2.993 -0.415 -0.273
25 C -1.438 -0.239 -1.204
26 C -2.072 -1.362 -0.669
27 H -1.587 -1.923 0.120
28 C -3.311 -1.766 -1.140
29 H -3.787 -2.641 -0.719
30 C -3.947 -1.039 -2.138
31 H -4.919 -1.347 -2.500
32 C -3.331 0.087 -2.666
33 H -3.822 0.659 -3.443
34 C -2.083 0.483 -2.205
35 H -1.607 1.357 -2.628
36 C 0.502 1.848 -1.277
37 C 1.203 2.054 -2.463
38 H 1.617 1.209 -2.996
39 C 1.371 3.337 -2.967
40 H 1.919 3.483 -3.888
41 C 0.834 4.427 -2.297
42 H 0.965 5.426 -2.692
43 C 0.134 4.231 -1.114
44 H -0.282 5.077 -0.583
45 C -0.021 2.952 -0.603
46 H -0.556 2.805 0.328
47 Cl -0.632 3.023 4.290
48 C -1.006 1.412 4.942
49 H -1.535 1.965 5.745
50 H -1.424 0.722 5.689

Spin multiplicity: 7
HOMO level (spin up / spin down) (Ha): -0.2277 / -0.2322
Kohn-Sham gap (spin up / spin down) (Eh): 0.2341 / 0.2406
Largest force on an atom (eV/Å): 18.04
DFT total energy (Ha): -2899.455731
LUMO (spin up / spin down) (Eh): 0.00641 / 0.00845


(3)
Entry from OMol25: 16 unconnected molecules or ions with the total composition C16H64O16 in a non-equilibrium geometry (the ωB97M-V functional and the def2-TZVPD basis).

Element x y z (Å)
1 C -3.786 -1.533 -3.002
2 O -4.272 -0.547 -3.811
3 H -3.365 -1.064 -2.112
4 H -4.620 -2.206 -2.803
5 H -2.996 -2.093 -3.501
6 H -3.595 0.129 -3.884
7 C 2.095 -1.115 2.911
8 O 1.905 0.331 2.683
9 H 2.992 -1.414 2.369
10 H 2.185 -1.493 3.929
11 H 1.240 -1.641 2.486
12 H 1.227 0.535 3.332
13 C 1.562 4.785 -4.331
14 O 2.257 3.554 -4.400
15 H 1.751 5.379 -5.225
16 H 0.476 4.809 -4.241
17 H 2.040 5.356 -3.535
18 H 2.251 3.228 -5.303
19 C 4.059 1.628 0.695
20 O 4.270 1.135 2.015
21 H 3.853 0.801 0.016
22 H 3.152 2.224 0.594
23 H 4.972 2.124 0.367
24 H 3.514 0.620 2.308
25 C -2.562 2.694 -4.397
26 O -2.290 1.568 -3.633
27 H -2.090 3.593 -4.001
28 H -2.242 2.688 -5.439
29 H -3.645 2.807 -4.446
30 H -1.380 1.671 -3.346
31 C 1.572 4.901 2.198
32 O 0.564 4.891 1.120
33 H 2.064 3.929 2.243
34 H 2.270 5.717 2.011
35 H 1.148 5.089 3.184
36 H -0.041 4.174 1.324
37 C -4.048 1.572 -0.574
38 O -3.801 2.798 0.219
39 H -4.400 0.738 0.033
40 H -4.936 1.795 -1.166
41 H -3.232 1.409 -1.277
42 H -4.522 2.910 0.843
43 C -1.816 2.500 2.774
44 O -1.224 2.644 1.492
45 H -2.456 3.368 2.931
46 H -2.377 1.569 2.854
47 H -0.983 2.544 3.475
48 H -1.915 2.587 0.828
49 C -0.671 -4.600 2.343
50 O -0.042 -3.525 2.950
51 H -1.470 -5.105 2.886
52 H -0.842 -4.280 1.315
53 H 0.106 -5.364 2.351
54 H 0.524 -3.921 3.617
55 C 3.465 -4.623 3.164
56 O 4.230 -4.641 4.367
57 H 3.650 -5.503 2.548
58 H 2.422 -4.533 3.468
59 H 3.900 -3.775 2.635
60 H 3.827 -4.092 5.044
61 C -4.032 -2.801 0.723
62 O -3.808 -1.536 1.228
63 H -4.942 -3.222 1.150
64 H -4.011 -2.754 -0.366
65 H -3.242 -3.512 0.967
66 H -3.250 -1.708 1.990
67 C 3.941 -1.650 -4.311
68 O 4.252 -2.936 -4.920
69 H 3.033 -1.537 -3.719
70 H 4.786 -1.446 -3.653
71 H 3.916 -0.891 -5.093
72 H 5.021 -2.857 -5.489
73 C 0.059 2.902 -1.470
74 O 0.484 2.265 -2.626
75 H -0.354 3.874 -1.741
76 H -0.761 2.319 -1.050
77 H 0.790 2.846 -0.663
78 H 1.135 2.789 -3.098
79 C -2.036 -1.537 4.759
80 O -2.534 -2.337 3.736
81 H -2.271 -1.918 5.753
82 H -0.982 -1.276 4.664
83 H -2.412 -0.515 4.733
84 H -2.011 -3.136 3.639
85 C 1.356 -3.483 -1.096
86 O 2.198 -2.401 -1.342
87 H 1.859 -4.404 -1.394
88 H 0.971 -3.678 -0.096
89 H 0.513 -3.485 -1.787
90 H 1.684 -1.602 -1.478
91 C 0.027 -0.216 0.022
92 O 0.816 -0.021 -1.107
93 H -1.038 -0.168 -0.204
94 H 0.210 -1.113 0.613
95 H 0.074 0.597 0.746
96 H 0.634 0.828 -1.516

HOMO level (Ha): -0.3416
Kohn-Sham gap (Eh): 0.3424
Largest force on an atom (eV/Å): 2.48
DFT total energy (Ha): -1851.488571
LUMO (Eh): 0.00080


(4)
Entry from OMol25: a molecular structure, C28H37N8OS3Zr in a non-equilibrium geometry (the ωB97M-V functional and the def2-TZVPD basis).

Element x y z (Å)
1 Zr -0.327 -0.167 -0.444
2 C -2.719 2.285 -0.371
3 N -1.239 2.318 -0.268
4 C -0.836 2.790 1.085
5 C -0.403 1.630 1.961
6 N 0.699 0.849 1.333
7 C 1.807 1.725 0.894
8 C 1.144 -0.147 2.315
9 C 2.240 0.080 3.137
10 C 2.605 -0.830 4.117
11 C 1.844 -1.971 4.313
12 C 0.754 -2.210 3.498
13 C 0.399 -1.324 2.477
14 S -0.962 -1.743 1.457
15 C -0.783 3.272 -1.281
16 C -1.181 4.603 -1.210
17 C -0.803 5.509 -2.184
18 C 0.008 5.087 -3.230
19 C 0.434 3.775 -3.288
20 C 0.038 2.848 -2.319
21 S 0.614 1.199 -2.422
22 H -3.140 3.278 -0.193
23 H -3.125 1.601 0.360
24 H -2.997 1.978 -1.377
25 H -1.659 3.314 1.579
26 H -0.022 3.504 0.982
27 H -1.246 0.950 2.104
28 H -0.085 2.007 2.938
29 H 2.033 2.498 1.634
30 H 1.565 2.213 -0.048
31 H 2.695 1.119 0.742
32 H 2.831 0.980 3.034
33 H 3.475 -0.635 4.729
34 H 2.098 -2.671 5.099
35 H 0.151 -3.100 3.626
36 H -1.790 4.948 -0.383
37 H -1.140 6.534 -2.125
38 H 0.312 5.788 -3.996
39 H 1.086 3.441 -4.084
40 N -0.994 -0.985 -4.535
41 C -1.158 -1.083 -3.211
42 S -0.050 -2.061 -2.315
43 N -2.209 -0.528 -2.675
44 N -2.349 -0.567 -1.306
45 C -3.573 -0.840 -0.982
46 C -4.260 -0.774 0.305
47 C -5.480 -1.443 0.416
48 C -6.157 -1.420 1.622
49 C -5.606 -0.711 2.676
50 C -4.421 -0.028 2.457
51 N -3.761 -0.043 1.306
52 H -0.186 -1.394 -4.963
53 H -1.644 -0.445 -5.081
54 H -4.198 -1.154 -1.813
55 H -5.878 -1.985 -0.432
56 H -7.101 -1.934 1.737
57 H -6.090 -0.671 3.641
58 H -3.974 0.565 3.250
59 C 1.374 -3.932 0.263
60 N 2.590 -3.187 -0.013
61 C 3.793 -3.869 0.431
62 C 2.576 -1.926 -0.502
63 O 1.638 -1.105 -0.235
64 N 3.638 -1.518 -1.223
65 C 3.767 -0.120 -1.626
66 C 4.450 -2.412 -2.042
67 H 1.433 -4.896 -0.248
68 H 0.510 -3.403 -0.105
69 H 1.254 -4.105 1.334
70 H 3.590 -4.300 1.413
71 H 4.622 -3.174 0.538
72 H 4.069 -4.692 -0.234
73 H 2.848 0.420 -1.445
74 H 3.970 -0.070 -2.695
75 H 4.593 0.353 -1.089
76 H 4.546 -3.405 -1.626
77 H 5.445 -1.982 -2.144
78 H 4.008 -2.502 -3.038

HOMO level (Ha): -0.3705
Kohn-Sham gap (Eh): 0.2528
Largest force on an atom (eV/Å): 1.78
DFT total energy (Ha): -2844.017903
LUMO (Eh): -0.11765
Charge: +1


(5)
Entry from OMol25: a molecular structure, C29H29CdN7O4 (the ωB97M-V functional and the def2-TZVPD basis).

Element x y z (Å)
1 Cd 0.528 0.234 0.188
2 C -3.759 1.287 -0.667
3 C -3.846 2.694 -0.477
4 C -2.710 3.433 -0.428
5 C -1.392 2.825 -0.559
6 N -1.344 1.429 -0.678
7 C -2.498 0.752 -0.765
8 N -0.372 3.630 -0.522
9 C 0.966 3.292 -0.614
10 N 1.540 2.050 -0.584
11 C 2.895 2.168 -0.635
12 N 3.845 1.166 -0.666
13 C 3.694 -0.108 -0.459
14 C 4.901 -0.915 -0.583
15 C 4.905 -2.253 -0.390
16 C 3.692 -2.911 -0.039
17 C 2.580 -2.124 0.078
18 N 2.521 -0.794 -0.124
19 C 3.227 3.537 -0.713
20 C 4.444 4.239 -0.804
21 C 4.428 5.611 -0.852
22 C 3.195 6.329 -0.813
23 C 1.995 5.668 -0.736
24 C 1.986 4.257 -0.690
25 H -4.636 0.658 -0.755
26 H -4.814 3.178 -0.383
27 H -2.730 4.510 -0.311
28 H -2.375 -0.314 -0.925
29 H 5.798 -0.369 -0.845
30 H 5.828 -2.817 -0.498
31 H 3.633 -3.977 0.135
32 H 1.638 -2.579 0.365
33 H 5.378 3.687 -0.832
34 H 5.361 6.164 -0.921
35 H 3.213 7.415 -0.849
36 H 1.056 6.212 -0.715
37 C -0.868 3.594 2.650
38 O -0.055 2.504 2.168
39 C -0.503 1.308 1.989
40 C -1.891 1.030 2.467
41 H -1.092 3.451 3.708
42 H -1.782 3.663 2.062
43 H -0.265 4.483 2.493
44 H -2.001 1.338 3.514
45 H -2.085 -0.034 2.386
46 H -2.624 1.580 1.865
47 C 0.456 -5.046 -1.306
48 C -1.011 -4.785 -1.628
49 C -1.700 -3.870 -0.609
50 C -3.157 -3.615 -1.058
51 C -3.997 -2.803 -0.079
52 C -1.759 -4.571 0.732
53 O -2.176 -5.711 0.868
54 N -1.347 -3.833 1.791
55 C -0.881 -2.489 1.780
56 O -0.674 -1.989 2.874
57 N -0.693 -1.880 0.592
58 C -0.981 -2.508 -0.572
59 O -0.722 -1.986 -1.649
60 H 0.892 -5.743 -2.024
61 H 0.571 -5.485 -0.311
62 H 1.037 -4.124 -1.348
63 H -1.567 -5.725 -1.658
64 H -1.093 -4.300 -2.602
65 H -3.618 -4.592 -1.225
66 H -3.097 -3.100 -2.020
67 H -4.114 -3.325 0.873
68 H -4.995 -2.632 -0.489
69 H -3.553 -1.826 0.122
70 H -1.429 -4.241 2.710

HOMO level (Ha): 0.0281
Kohn-Sham gap (Eh): 0.1383
Largest force on an atom (eV/Å): 0.13
DFT total energy (Ha): -1974.561497
LUMO (Eh): 0.16639
Charge: -2


(6)
Entry from OMol25: a molecular structure, C14H6Br2I2N3OS2Sc in a non-equilibrium geometry (the ωB97M-V functional and the def2-TZVPD basis).

Element x y z (Å)
1 Sc 0.987 -1.793 1.507
2 C 2.894 0.656 1.978
3 C 2.004 1.287 0.989
4 C 2.318 2.543 0.420
5 C 1.485 3.095 -0.494
6 C 0.329 2.390 -0.899
7 C -0.640 2.919 -1.789
8 Br -0.388 4.615 -2.569
9 C -1.796 2.254 -2.067
10 C -2.006 0.967 -1.540
11 Br -3.703 0.222 -1.810
12 C -1.021 0.356 -0.807
13 O 0.401 -1.766 -0.418
14 C 0.115 1.110 -0.352
15 N 0.925 0.599 0.637
16 H 3.556 1.357 2.485
17 H 3.550 -0.091 1.513
18 H 2.349 0.180 2.787
19 H 3.216 3.049 0.743
20 H 1.689 4.068 -0.919
21 H -2.558 2.701 -2.688
22 S -1.052 -3.519 1.800
23 C -1.984 -3.504 0.373
24 C -2.750 -4.691 0.108
25 N -3.363 -5.640 -0.100
26 C -2.028 -2.496 -0.583
27 S -1.014 -1.220 -0.023
28 C -2.447 -2.671 -1.922
29 N -2.756 -2.818 -3.021
30 I 2.709 -3.553 2.335
31 I 0.980 -0.609 4.326

HOMO level (Ha): -0.3096
Kohn-Sham gap (Eh): 0.2374
Largest force on an atom (eV/Å): 1.87
DFT total energy (Ha): -8077.206228
LUMO (Eh): -0.07214


(7)
Entry from OMol25: 2 unconnected molecules or ions with the total composition C7H16 in a non-equilibrium geometry (the ωB97M-V functional and the def2-TZVPD basis).

Element x y z (Å)
1 C -0.354 2.067 0.167
2 C 0.394 0.721 -0.249
3 C 1.860 0.618 -0.117
4 C 2.276 -0.996 -0.152
5 C 3.750 -1.220 0.070
6 H -0.390 2.276 1.356
7 H -0.364 3.316 -0.308
8 H -1.547 2.038 0.011
9 H 0.193 0.309 -1.260
10 H -0.052 0.091 0.583
11 H 2.585 1.225 -0.897
12 H 2.463 0.926 0.894
13 H 1.889 -1.277 -1.040
14 H 1.554 -1.473 0.617
15 H 4.154 -1.021 1.120
16 H 4.125 -2.123 -0.207
17 H 4.459 -0.463 -0.496
18 C -3.969 -0.990 0.357
19 C -5.017 -0.588 -0.276
20 H -3.852 -2.095 0.752
21 H -3.125 -0.285 0.475
22 H -5.781 -1.361 -0.566
23 H -5.252 0.304 -0.834

HOMO level (Ha): -0.3836
Kohn-Sham gap (Eh): 0.4216
Largest force on an atom (eV/Å): 6.20
SMILES: CCCCC.C=C
DFT total energy (Ha): -276.135446
LUMO (Eh): 0.03808


(8)
Entry from OMol25: C3H8N2O2 in the gas phase in a non-equilibrium geometry (the ωB97M-V functional and the def2-TZVPD basis).

Element x y z (Å)
1 C 2.118 0.591 -0.516
2 N 0.466 0.689 -0.179
3 C 0.071 -0.634 0.053
4 O 0.601 -1.196 1.203
5 C -1.706 -0.468 0.271
6 N -2.300 0.624 -0.276
7 O -2.330 -1.323 0.880
8 H 2.372 1.562 -0.939
9 H 2.659 0.417 0.415
10 H 2.332 -0.197 -1.239
11 H 0.416 1.182 0.713
12 H 0.177 -1.291 -0.814
13 H 0.147 -2.047 1.333
14 H -3.303 0.749 -0.214
15 H -1.720 1.341 -0.692

HOMO level (Ha): -0.3266
Kohn-Sham gap (Eh): 0.3601
Largest force on an atom (eV/Å): 4.67
SMILES: CN[C@@H](O)C(N)=O
DFT total energy (Ha): -379.074283
LUMO (Eh): 0.03344


Number 1: molecular weight 845.309 g/mol. Number 2: molecular weight 564.284 g/mol. Number 3: molecular weight 512.672 g/mol. Number 4: molecular weight 689.084 g/mol. Number 5: molecular weight 652.008 g/mol. Number 6: molecular weight 754.928 g/mol. Number 7: molecular weight 100.205 g/mol. Number 8: molecular weight 104.109 g/mol.